DFT (ωB97M-V/def2-TZVPD) results for C41H62ClGeIrN4O2P3 as an isolated structure.

```
115
Properties=species:S:1:pos:R:3:forces:R:3
Ir 0.8740 -1.3573 -0.0272 -0.419 -0.013 0.027
C -1.0028 -0.3479 4.6568 -0.039 -0.044 -0.010
C 0.0965 -0.5671 3.6116 0.070 -0.002 0.065
C 0.6886 0.7914 3.2533 -0.001 0.030 0.004
P -0.4153 -1.5238 2.1093 -0.113 0.040 -0.007
C -2.1696 -0.9599 1.8611 -0.006 0.115 -0.051
N -2.1714 0.3265 1.1984 -0.059 -0.136 -0.064
Ge -0.4823 0.7687 -0.1042 0.475 -0.422 0.304
N 1.0091 2.4204 0.2109 0.042 -0.001 -0.083
C 2.3912 2.0131 0.3721 -0.127 0.006 -0.002
P 2.7200 0.2643 -0.1946 -0.002 0.045 -0.026
C 4.1629 -0.2329 0.8449 0.075 -0.123 -0.018
C 5.3209 0.7637 0.9272 0.032 -0.032 0.004
C 3.7362 -0.6548 2.2534 -0.020 -0.004 -0.027
C 3.3791 0.4996 -1.9104 0.151 -0.046 0.015
C 4.2687 1.7284 -2.1316 0.036 0.009 0.036
C 2.2516 0.5546 -2.9279 -0.118 0.006 0.007
C 0.5145 3.4403 0.8847 -0.011 0.062 0.116
C 1.2899 4.3405 1.6816 -0.077 -0.038 -0.026
C 0.6771 5.2691 2.4814 -0.011 -0.030 -0.032
C -0.7181 5.3460 2.5258 -0.022 -0.015 -0.012
C -1.5124 4.5067 1.7330 0.045 0.049 0.109
C -0.9249 3.5863 0.9095 0.108 -0.118 -0.111
N -1.6677 2.7198 0.0235 -0.212 0.296 -0.046
C -3.0139 2.3925 0.4621 0.034 -0.046 -0.013
C -4.0867 3.2066 0.2035 -0.097 -0.054 0.036
C -5.3546 2.8634 0.6810 0.021 0.014 -0.005
C -5.5551 1.6905 1.4179 0.033 0.011 -0.009
C -4.5074 0.8403 1.6576 0.061 0.041 -0.035
C -3.2080 1.1464 1.1559 -0.100 0.059 0.010
C -1.6431 3.1813 -1.3717 0.041 -0.188 0.216
C -1.7791 4.5054 -1.7320 0.038 0.039 -0.118
C -1.8066 4.8392 -3.0799 0.004 -0.061 0.024
C -1.7085 3.8306 -4.0276 0.000 0.053 0.012
C -1.5472 2.5026 -3.6575 0.011 -0.059 0.020
C -1.4875 2.1552 -2.3078 0.038 0.013 -0.040
N -1.2389 0.8746 -1.8170 -0.101 0.190 -0.312
C -1.0321 -0.1780 -2.7906 -0.043 -0.033 0.012
P -0.5202 -1.7528 -1.9711 0.271 0.113 -0.008
C -2.1458 -2.6360 -1.7386 -0.062 -0.061 0.006
C -3.2856 -1.6715 -1.3945 0.001 -0.003 0.007
C -2.6116 -3.4741 -2.9344 -0.004 -0.065 0.026
C 0.3450 -2.7749 -3.2658 -0.044 -0.043 -0.078
C 0.0101 -2.3566 -4.7017 -0.011 -0.009 0.041
C 1.8541 -2.9404 -3.1090 0.062 0.046 0.026
C -0.5544 -3.2825 2.6249 0.054 -0.055 0.037
C -1.2830 -3.5546 3.9392 0.013 -0.019 0.006
C -1.1403 -4.1349 1.4996 0.026 0.005 0.013
H -0.5498 0.0007 5.5851 0.031 0.022 0.005
H -1.5801 -1.2366 4.8914 -0.005 0.015 0.011
H -1.6909 0.4328 4.3267 -0.026 0.024 -0.012
H 0.8882 -1.1892 4.0460 -0.013 -0.012 -0.027
H -0.0997 1.4818 2.9436 -0.018 0.032 -0.027
H 1.4135 0.7083 2.4521 0.069 0.010 -0.056
H 1.1817 1.2258 4.1251 -0.003 -0.002 0.006
H -2.7027 -0.9206 2.8132 0.017 -0.044 0.005
H -2.6650 -1.7088 1.2336 -0.010 0.001 -0.027
H 2.6795 2.0613 1.4270 0.006 -0.006 -0.009
H 3.0623 2.6883 -0.1647 0.006 -0.009 -0.024
H 4.5040 -1.1332 0.3243 -0.036 0.135 0.038
H 5.0126 1.7465 1.2869 -0.019 0.055 0.001
H 5.8422 0.8821 -0.0179 0.023 -0.034 0.046
H 6.0504 0.3824 1.6426 -0.004 -0.014 0.018
H 3.5372 0.2105 2.8881 -0.022 0.032 0.027
H 4.5529 -1.2083 2.7173 0.026 0.004 0.008
H 2.8596 -1.3046 2.2506 -0.007 -0.004 -0.005
H 3.9661 -0.4124 -2.0722 -0.031 0.003 0.022
H 3.6630 2.6335 -2.2058 -0.012 0.015 -0.008
H 4.7850 1.6199 -3.0858 -0.009 -0.019 -0.017
H 5.0259 1.8854 -1.3707 -0.034 0.019 -0.038
H 1.6426 1.4536 -2.7874 -0.038 0.003 -0.002
H 1.6092 -0.3141 -2.8452 -0.004 -0.043 -0.029
H 2.6605 0.5862 -3.9392 0.001 0.014 -0.008
H 2.3675 4.2743 1.6532 0.033 0.005 -0.012
H 1.2712 5.9416 3.0832 0.013 0.017 0.015
H -1.1962 6.0717 3.1681 -0.011 0.021 0.015
H -2.5884 4.5965 1.7792 -0.002 0.001 -0.005
H -3.9555 4.1123 -0.3720 -0.005 0.007 0.004
H -6.1893 3.5203 0.4817 -0.023 0.013 -0.007
H -6.5440 1.4466 1.7789 -0.019 -0.003 0.008
H -4.6648 -0.0894 2.1851 -0.003 -0.017 0.021
H -1.8557 5.2753 -0.9746 -0.004 0.014 0.021
H -1.9062 5.8710 -3.3815 -0.017 0.026 -0.017
H -1.7445 4.0801 -5.0788 0.001 0.008 -0.027
H -1.4546 1.7436 -4.4212 -0.013 0.010 -0.022
H -0.2671 0.0876 -3.5212 0.033 0.033 -0.032
H -1.9497 -0.3713 -3.3578 0.001 -0.002 0.029
H -1.9754 -3.3109 -0.8973 -0.026 0.049 -0.036
H -3.7005 -1.2371 -2.3049 -0.013 0.001 -0.008
H -2.9890 -0.8435 -0.7638 0.042 0.105 0.141
H -4.0921 -2.2186 -0.9047 -0.018 -0.009 -0.001
H -2.7663 -2.8575 -3.8194 -0.010 0.011 -0.009
H -3.5782 -3.9135 -2.6834 -0.005 -0.004 0.018
H -1.9469 -4.2945 -3.1912 -0.016 -0.010 0.001
H -0.0919 -3.7601 -3.0863 0.024 0.050 0.052
H 0.5277 -1.4335 -4.9644 0.012 0.034 -0.010
H -1.0527 -2.2217 -4.8879 -0.026 0.014 0.003
H 0.3655 -3.1265 -5.3866 0.021 -0.022 -0.006
H 2.4005 -2.1241 -3.5774 0.023 0.051 -0.011
H 2.1638 -3.8570 -3.6115 -0.006 -0.008 -0.026
H 2.1793 -3.0075 -2.0750 0.023 -0.011 0.091
H 0.4958 -3.5720 2.7302 -0.008 0.023 -0.015
H -2.3123 -3.1903 3.9271 -0.028 0.005 0.001
H -0.7692 -3.1303 4.7986 0.017 -0.007 0.011
H -1.3289 -4.6328 4.0943 0.012 -0.029 -0.012
H -2.2254 -4.0176 1.4339 -0.010 0.011 -0.041
H -0.9349 -5.1853 1.7051 -0.026 -0.014 0.031
H -0.6864 -3.9072 0.5359 0.061 -0.002 0.017
Cl 2.5689 -5.4576 2.3617 0.023 0.031 -0.050
C 3.4547 -4.8550 0.9393 0.025 -0.148 0.035
C 2.9569 -3.5312 0.3928 -0.024 0.098 0.240
O 3.6803 -2.9192 -0.3810 0.050 -0.031 -0.246
O 1.7955 -3.1332 0.7862 0.007 -0.060 -0.120
H 3.3706 -5.6036 0.1523 0.008 0.011 0.023
H 4.5046 -4.7587 1.2053 -0.053 0.009 -0.011
```
Forces are in eV/Å.

Results
**Energy above the lowest of the compared OMol25 structures with the same formula, charge and spin**: 0.0 kcal per mole
**HOMO (alpha / beta)**: -0.3856 / -0.4744 Eh
**Spin multiplicity**: 6
**Charge**: +2
**LUMO (alpha / beta)**: -4.4 / -7.6 eV
**Orbital gap (alpha / beta)**: 6.1 / 5.3 eV


DFT (ωB97M-V/def2-TZVPD) results for CHBrCl2 as an isolated structure at a distorted geometry.

```
5
Properties=species:S:1:pos:R:3:forces:R:3
C -0.0585 -0.0856 0.0648 4.492 3.377 -0.331
Cl 0.0386 -0.8336 1.6418 -0.334 0.279 -0.561
Cl -0.2331 -1.0771 -1.2608 -0.738 -1.763 -1.201
Br -1.2275 1.4893 -0.1064 0.387 -0.707 0.536
H 1.4805 0.5071 -0.3394 -3.807 -1.186 1.557
```
Forces are in eV/Å.

Results
**Energy above the lowest of the compared OMol25 structures with the same formula, charge and spin**: 44.8 kcal per mole
**HOMO**: -0.3656 Eh
**Charge**: 0
**LUMO**: -0.3 eV
**Orbital gap**: 9.6 eV


DFT (ωB97M-V/def2-TZVPD) results for a 7-piece molecular cluster, C12H26N4O18S2 overall at a distorted geometry.

```
62
Properties=species:S:1:pos:R:3:forces:R:3
C 0.8371 25.3148 4.5225 0.241 0.697 -0.294
N -0.2581 24.6049 3.7930 -0.732 -1.035 2.274
O -0.1675 24.3749 2.6127 -0.145 0.230 0.167
O -1.1530 24.2051 4.5686 0.961 0.517 -1.803
H 1.3061 26.0315 3.8483 -0.116 -0.108 0.014
H 1.5887 24.5971 4.8513 -0.278 -0.173 -0.138
H 0.3886 25.8058 5.3861 0.072 -0.141 -0.213
C 3.6429 13.4191 1.6117 -0.427 1.143 0.600
N 2.3338 12.7432 1.7435 -1.823 -1.609 0.004
O 1.5144 13.1494 2.5815 1.755 -0.074 -1.001
O 2.0890 11.8173 0.9832 0.394 0.531 0.305
H 4.3553 13.0442 0.8768 -0.657 -0.553 0.114
H 4.0518 13.4459 2.6217 0.078 0.231 -0.205
H 3.2729 14.3970 1.3038 0.681 0.341 0.185
C 2.3796 7.7960 10.8845 -0.864 -0.041 0.307
N 2.3425 9.3039 10.8577 1.247 0.366 -1.983
O 1.3167 9.8599 10.4867 0.588 -0.696 0.916
O 3.4341 9.8600 10.9692 -1.066 -0.324 0.498
H 2.3204 7.4075 9.8678 0.089 0.500 -0.112
H 1.4471 7.5026 11.3666 0.289 -0.182 0.227
H 3.2915 7.4239 11.3515 -0.283 0.380 0.152
C 4.3190 22.9469 12.4673 1.473 -0.298 -0.775
N 4.7681 24.0916 11.5447 -1.748 0.928 0.434
O 3.9544 24.9352 11.2363 -1.097 -0.182 0.246
O 5.9045 24.1818 11.1912 1.615 -1.163 0.187
H 3.2471 22.7723 12.5610 0.202 0.723 -0.250
H 4.8382 23.1146 13.4109 -0.288 0.138 -0.017
H 4.8039 22.0913 11.9973 -0.169 -0.145 0.156
O -7.6788 15.9058 2.1510 3.264 1.579 0.793
S -6.4266 16.4688 2.6988 0.269 -0.287 1.001
O -6.3245 16.5702 4.1846 0.136 -0.082 -4.516
O -5.0398 15.6739 2.0867 -1.607 -0.634 1.820
C -4.6749 16.1922 0.8378 -0.901 1.690 -0.526
C -4.8012 17.6858 1.0817 0.451 1.375 0.365
O -5.9498 17.8957 1.9244 -1.625 -1.833 0.935
H -3.6715 15.9355 0.4982 -0.118 -0.375 0.520
H -5.4243 15.9337 0.0897 0.117 -0.392 -0.190
H -4.8954 18.3355 0.2116 -0.456 -0.434 -0.266
H -3.9963 18.1571 1.6456 0.475 -0.607 0.071
O -1.9700 18.3734 15.5307 1.156 -1.533 -2.011
S -1.1151 17.8679 14.4619 0.752 1.180 -0.678
O -1.4033 18.2223 13.0533 0.727 -1.138 3.567
O 0.4151 18.3437 14.8706 -0.635 -0.710 -0.893
C 1.2720 17.2425 15.2917 -1.339 0.348 0.598
C 0.6296 15.9449 14.7737 0.126 0.998 -0.939
O -0.7662 16.2574 14.5839 -0.940 1.068 0.353
H 2.2893 17.4694 14.9730 -0.216 -0.232 -0.063
H 1.1692 17.2093 16.3764 0.479 0.193 0.099
H 0.7437 15.1395 15.4993 -0.251 0.041 -0.193
H 1.0047 15.6757 13.7863 0.147 -0.221 0.139
O 2.1352 19.3492 7.7371 0.745 -0.413 -0.238
C 1.3296 18.4906 7.5995 -3.251 -0.609 1.266
C -0.0725 18.5938 6.9023 1.456 1.281 -0.424
C -0.7650 17.2856 7.0626 -1.142 0.932 -0.295
C 0.1027 16.5360 8.0090 0.647 -1.123 -0.219
O 1.2620 17.3105 8.3309 0.997 0.569 -0.606
H -0.6202 19.4202 7.3553 0.324 0.182 -0.081
H 0.1553 18.8234 5.8614 -0.349 0.269 -0.016
H -1.7308 17.3546 7.5632 -0.225 0.346 -0.585
H -0.8864 16.8964 6.0518 -0.066 -0.739 0.409
H -0.4281 16.3255 8.9375 0.332 -0.245 -0.054
H 0.3739 15.6447 7.4432 0.529 -0.444 0.864
```
Forces are in eV/Å.

Results
**HOMO**: -0.3774 Eh
**Charge**: 0
**LUMO**: -0.1 eV
**Orbital gap**: 10.2 eV


DFT (ωB97M-V/def2-TZVPD) results for an isolated molecule of C24H28N2O7S.

```
62
Properties=species:S:1:pos:R:3:forces:R:3
C 3.3362 0.4766 3.4109 0.097 0.238 -0.019
O 2.7241 -0.7812 3.5630 -0.191 -0.470 -0.101
C 1.8962 -1.2266 2.5755 -0.066 0.086 -0.088
C 1.5185 -0.4581 1.4878 0.093 0.024 0.196
C 0.7028 -0.9997 0.5027 -0.089 -0.347 0.177
C 0.2821 -0.1399 -0.6686 0.224 -0.205 -0.065
C 1.4491 0.5727 -1.3127 -0.225 0.448 0.210
C 2.5743 -0.1935 -1.8658 0.150 -0.202 0.059
O 2.8357 -1.3157 -1.4670 -0.128 0.219 -0.084
C 3.3653 0.4323 -2.9230 0.356 0.230 -0.581
C 4.6092 0.0133 -3.3311 -0.345 0.049 0.270
C 5.1087 0.7487 -4.4161 0.034 0.095 -0.132
C 4.2322 1.7029 -4.8405 -0.408 0.026 0.163
S 2.7970 1.7359 -3.9118 0.540 -0.420 -0.168
C 1.2929 1.8982 -1.1201 0.149 -0.404 -0.089
O 2.0697 2.9454 -1.4032 -0.189 0.014 0.263
C 0.0051 2.1472 -0.4177 -0.164 0.118 0.030
O -0.4026 3.2558 -0.1107 0.084 0.166 0.015
N -0.5722 0.9497 -0.2304 0.093 0.054 -0.085
C -1.8108 0.7170 0.4670 -0.306 -0.059 0.007
C -2.9494 0.2366 -0.4487 0.030 0.114 0.203
N -3.8662 1.3059 -0.7906 -0.050 -0.078 -0.042
C -3.2749 2.3094 -1.6618 -0.221 0.260 -0.013
C -4.2898 3.4251 -1.9059 0.380 -0.004 0.037
O -5.4817 2.9336 -2.4739 -0.031 0.028 -0.176
C -6.0499 1.9566 -1.6371 -0.065 -0.390 0.102
C -5.0835 0.7964 -1.4001 -0.205 0.259 -0.033
C 0.2570 -2.2959 0.6191 0.072 0.185 0.056
C 0.6067 -3.0865 1.7190 0.082 0.193 0.081
O 0.0748 -4.3338 1.6758 -0.004 0.274 -0.098
C 0.3965 -5.3123 2.6411 0.082 -0.386 0.203
C 1.4240 -2.5486 2.7179 -0.042 -0.214 0.247
O 1.8134 -3.3153 3.8005 0.152 0.240 -0.585
C 1.4091 -2.8472 5.0722 -0.141 0.081 0.302
H 3.9105 0.5315 2.4815 -0.031 0.003 0.020
H 4.0116 0.5765 4.2594 -0.038 0.044 -0.078
H 2.6020 1.2887 3.4367 0.032 -0.037 -0.027
H 1.8669 0.5561 1.3811 0.102 0.124 0.033
H -0.2416 -0.7691 -1.3977 0.019 0.063 0.026
H 5.1276 -0.7930 -2.8447 0.044 -0.162 0.101
H 6.0689 0.5772 -4.8682 0.154 0.002 -0.089
H 4.3504 2.3940 -5.6519 0.054 0.132 -0.170
H 1.5962 3.7373 -1.0848 -0.033 -0.122 0.021
H -2.1055 1.6560 0.9403 0.026 -0.105 0.033
H -1.6231 -0.0333 1.2412 0.001 0.105 -0.014
H -3.5273 -0.5225 0.0835 0.044 -0.026 -0.056
H -2.5196 -0.2387 -1.3490 -0.048 -0.045 0.027
H -2.4001 2.7407 -1.1787 0.047 0.044 -0.033
H -2.9740 1.8694 -2.6303 0.017 0.002 0.026
H -3.8921 4.1571 -2.6102 0.023 -0.014 0.093
H -4.5109 3.9203 -0.9489 0.045 0.001 -0.068
H -6.9546 1.6080 -2.1384 0.029 -0.006 0.093
H -6.3156 2.4034 -0.6671 -0.018 -0.054 -0.065
H -5.5443 0.0733 -0.7233 -0.012 -0.022 -0.038
H -4.8757 0.2980 -2.3642 -0.026 -0.014 0.048
H -0.3685 -2.7459 -0.1347 -0.094 -0.064 -0.145
H -0.0325 -5.0738 3.6176 0.049 -0.009 -0.054
H 1.4750 -5.4403 2.7414 -0.109 -0.026 -0.001
H -0.0520 -6.2334 2.2679 0.031 0.057 0.046
H 1.8772 -1.8938 5.3225 -0.050 -0.104 -0.011
H 1.7326 -3.6091 5.7797 -0.056 0.043 0.039
H 0.3191 -2.7397 5.1236 0.049 -0.034 -0.020
```
Forces are in eV/Å.

Results
**Energy above the lowest of the compared OMol25 structures with the same formula, charge and spin**: 52.2 kcal per mole
**HOMO**: -0.3064 Eh
**Charge**: 0
**LUMO**: -0.3 eV
**Orbital gap**: 8.0 eV


DFT (ωB97M-V/def2-TZVPD) results for C3H3CaFO2 as an isolated structure at a distorted geometry.

```
10
Properties=species:S:1:pos:R:3:forces:R:3
H 0.1326 -1.9355 0.6614 1.920 -0.236 -0.621
F -2.0466 -0.2376 1.6403 2.860 0.180 -1.051
O -0.4119 1.0669 -0.0145 -0.461 -0.298 1.322
O 1.2819 -0.1493 -0.5065 3.570 -1.568 0.740
C -0.2366 0.1306 1.0306 -2.822 2.038 -0.336
C 0.4878 -0.9275 0.4039 -1.849 0.515 -1.026
C 0.2367 0.5203 -1.1187 -0.713 -1.600 0.650
H 0.0393 0.5661 1.9906 -0.651 -0.196 -0.100
H -0.1932 -1.0066 -1.0588 -1.750 1.303 0.367
Ca 0.7100 1.9725 -3.0284 -0.103 -0.137 0.056
```
Forces are in eV/Å.

Results
**Energy above the lowest of the compared OMol25 structures with the same formula, charge and spin**: 42.3 kcal per mole
**HOMO (alpha / beta)**: -0.2814 / -0.2352 Eh
**Charge**: 0
**LUMO (alpha / beta)**: -0.9 / -0.9 eV
**Orbital gap (alpha / beta)**: 6.8 / 5.5 eV


DFT (ωB97M-V/def2-TZVPD) results for a 2-piece molecular cluster, C4H5NO overall at a distorted geometry.

```
11
Properties=species:S:1:pos:R:3:forces:R:3
C -1.0391 -1.5470 -1.2643 -2.241 -0.704 1.933
C -1.8786 -1.0066 -0.5226 0.720 2.518 -0.799
N -2.5429 0.0314 0.1675 0.356 -0.761 -2.123
C -3.4881 0.8136 -0.0180 -2.334 -1.493 2.795
O -4.5255 1.3486 0.2727 3.395 -0.621 -1.814
H -0.6976 -2.5147 -1.6455 0.093 1.060 0.007
C 0.7710 1.2452 1.2835 0.164 1.313 4.741
H 1.3104 0.4473 1.0374 1.755 -3.492 -1.396
H -0.2375 1.2024 1.1936 -2.921 -0.344 -0.962
H 0.9125 1.3558 2.3972 -0.031 -0.177 -0.792
H 1.2015 2.0873 0.9254 1.045 2.700 -1.590
```
Forces are in eV/Å.

Results
**Energy above the lowest of the compared OMol25 structures with the same formula, charge and spin**: 88.1 kcal per mole
**HOMO**: -0.3734 Eh
**Charge**: 0
**LUMO**: -0.3 eV
**Orbital gap**: 9.9 eV


Energy for every record listed, in sequence, given in eV: -153309.9362, -96137.6571, -77335.5093, -53488.4933, -28400.7833, -7762.7049.